1.
A cluster of 3 separate species, C13H22FI3O5S2 in total at a distorted geometry. Source: the Open Molecules 2025 dataset; level of theory: ωB97M-V/def2-TZVPD.

Each line ends with the natural charge from an NBO analysis.
Atoms and positions in Å:
1 C 4.281 -0.315 0.600  -0.70
2 C 2.896 -1.014 0.142  -0.13
3 I 2.851 -1.830 -1.864  0.17
4 C 1.778 -1.127 0.997  -0.22
5 I 1.951 -0.298 3.032  0.17
6 C 0.389 -1.828 0.669  -0.07
7 O 0.510 -3.289 0.541  -0.49
8 C -0.409 -3.548 -0.551  0.97
9 O -1.034 -4.611 -0.620  -0.53
10 O -0.455 -2.385 -1.407  -0.56
11 C -0.589 -1.261 -0.456  0.20
12 I -2.750 -1.446 0.019  0.15
13 C -0.280 0.109 -1.210  -0.52
14 C 0.006 1.365 -0.266  0.21
15 C -1.068 1.622 0.883  -0.67
16 F -0.025 2.545 -1.133  -0.40
17 H 4.968 -0.146 -0.307  0.23
18 H 4.098 0.635 1.206  0.29
19 H 4.816 -1.123 1.231  0.24
20 H -0.272 -1.761 1.615  0.23
21 H 0.554 0.045 -1.994  0.26
22 H -1.233 0.367 -1.811  0.25
23 H 1.067 1.376 0.189  0.19
24 H -0.740 2.535 1.509  0.22
25 H -1.211 0.742 1.596  0.23
26 H -2.096 1.899 0.447  0.23
27 C 2.854 4.510 3.132  -0.83
28 S 4.303 3.734 2.387  1.25
29 O 4.154 2.255 2.553  -1.00
30 C 5.485 4.300 3.629  -0.83
31 H 1.979 4.252 2.533  0.24
32 H 2.714 4.142 4.151  0.23
33 H 2.980 5.594 3.137  0.23
34 H 5.186 3.946 4.618  0.23
35 H 5.529 5.391 3.618  0.23
36 H 6.466 3.896 3.380  0.24
37 C -5.358 -4.000 -3.048  -0.83
38 S -5.378 -2.198 -3.150  1.25
39 O -6.094 -1.689 -1.941  -0.98
40 C -6.526 -2.098 -4.540  -0.83
41 H -4.723 -4.290 -2.209  0.25
42 H -6.369 -4.377 -2.882  0.23
43 H -4.947 -4.415 -3.970  0.23
44 H -7.466 -2.591 -4.284  0.23
45 H -6.079 -2.572 -5.416  0.23
46 H -6.715 -1.046 -4.755  0.24

Forces on atoms 1 to 6 (eV/Å):
C -0.3 -1.4 -0.6
C -1.2 0.6 2.4
I 0.2 0.4 1.2
C 1.6 -0.1 -2.3
I -0.3 -0.7 -1.5
C -0.6 0.9 3.6

Total energy = -2673.89552 Eh
Orbital gap = 8.5 eV
Lowest unoccupied orbital energy = -0.34 eV
HOMO energy = -8.86 eV



2.
A structure of composition C13H22N4O5Pd at a distorted geometry. Source: the Open Molecules 2025 dataset; level of theory: ωB97M-V/def2-TZVPD.

Each line ends with the natural charge from an NBO analysis.
Atoms and positions in Å:
1 Pd -3.961 -9.998 -10.810  1.24
2 O -3.993 -7.443 -12.595  -0.73
3 C -3.407 -8.067 -13.706  -0.08
4 C -3.644 -9.598 -13.819  -0.25
5 N -3.224 -10.391 -12.636  -0.47
6 C -3.739 -11.779 -12.951  -0.34
7 C -5.176 -11.997 -12.368  0.76
8 O -5.965 -12.611 -13.019  -0.61
9 O -5.387 -11.505 -11.193  -0.78
10 C -1.724 -10.375 -12.391  -0.36
11 C -1.237 -9.365 -11.294  0.78
12 O -0.059 -9.074 -11.212  -0.60
13 O -2.236 -8.861 -10.560  -0.86
14 H -3.409 -7.533 -11.814  0.50
15 H -2.318 -7.885 -13.794  0.17
16 H -3.780 -7.583 -14.687  0.19
17 H -3.030 -9.963 -14.687  0.19
18 H -4.689 -9.841 -13.954  0.22
19 H -3.076 -12.449 -12.401  0.22
20 H -3.780 -11.878 -14.046  0.22
21 H -1.131 -10.187 -13.279  0.22
22 H -1.557 -11.423 -12.034  0.23
23 C -3.965 -5.615 -7.380  -0.42
24 C -2.870 -6.612 -7.792  -0.20
25 N -3.381 -7.691 -8.417  -0.62
26 C -4.626 -8.216 -8.320  0.65
27 N -4.974 -9.232 -9.126  -0.70
28 C -6.295 -9.764 -8.944  -0.24
29 C -6.620 -9.784 -7.497  -0.43
30 C -6.650 -8.414 -7.010  -0.19
31 N -5.438 -7.670 -7.390  -0.43
32 C -5.105 -6.428 -6.687  -0.20
33 H -4.360 -4.962 -8.217  0.22
34 H -3.639 -4.907 -6.618  0.23
35 H -2.348 -6.975 -6.836  0.17
36 H -2.136 -6.124 -8.451  0.22
37 H -2.823 -8.272 -9.044  0.45
38 H -6.385 -10.762 -9.393  0.25
39 H -7.038 -9.183 -9.484  0.18
40 H -5.798 -10.230 -6.914  0.21
41 H -7.571 -10.346 -7.402  0.23
42 H -6.722 -8.378 -5.921  0.20
43 H -7.535 -7.851 -7.408  0.19
44 H -4.927 -6.681 -5.616  0.19
45 H -6.017 -5.796 -6.599  0.21

Forces on atoms 1 to 6 (eV/Å):
Pd -2.1 0.8 1.7
O 0.1 -0.1 0.4
C 0.4 -0.1 -1.8
C 0.9 1.0 0.1
N 1.6 -0.9 -2.3
C -0.2 0.7 0.6

Total energy = -1231.61587 Eh
Orbital gap (spin up / spin down) = 8.3 / 6.5 eV
Lowest unoccupied orbital energy (spin up / spin down) = 0.57 / -2.10 eV
2S+1 = 3
HOMO energy (spin up / spin down) = -7.74 / -8.62 eV



3.
The ion C13H22NO2 with charge +1. Source: the Open Molecules 2025 dataset; level of theory: ωB97M-V/def2-TZVPD.

Each line ends with the natural charge from an NBO analysis.
Atoms and positions in Å:
1 C -2.587 -2.562 0.222  -0.63
2 C -3.055 -1.298 0.921  -0.06
3 O -3.022 -0.232 -0.028  -0.57
4 C -3.509 1.019 0.432  -0.07
5 C -2.395 1.899 1.016  -0.45
6 C -1.320 2.171 -0.032  -0.22
7 N -0.673 0.895 -0.409  -0.57
8 C 0.117 0.914 -1.653  -0.23
9 C 1.008 -0.342 -1.672  0.05
10 O 0.128 -1.440 -1.547  -0.73
11 C 2.008 -0.253 -0.533  0.00
12 C 1.715 -0.812 0.707  -0.30
13 C 2.610 -0.684 1.758  -0.18
14 C 3.794 0.009 1.578  -0.20
15 C 4.090 0.566 0.344  -0.18
16 C 3.200 0.438 -0.708  -0.24
17 H -2.553 -3.382 0.931  0.23
18 H -3.275 -2.817 -0.579  0.23
19 H -1.600 -2.417 -0.210  0.22
20 H -4.079 -1.420 1.290  0.19
21 H -2.407 -1.060 1.777  0.16
22 H -3.946 1.509 -0.443  0.20
23 H -4.301 0.871 1.172  0.20
24 H -1.953 1.418 1.891  0.22
25 H -2.830 2.843 1.342  0.25
26 H -1.780 2.596 -0.927  0.22
27 H -0.568 2.870 0.340  0.23
28 H -1.467 0.186 -0.479  0.49
29 H -0.043 0.568 0.341  0.45
30 H 0.740 1.809 -1.686  0.23
31 H -0.562 0.905 -2.507  0.23
32 H 1.540 -0.369 -2.632  0.21
33 H 0.595 -2.255 -1.759  0.50
34 H 0.814 -1.398 0.836  0.22
35 H 2.382 -1.132 2.713  0.23
36 H 4.491 0.106 2.395  0.23
37 H 5.018 1.096 0.198  0.23
38 H 3.435 0.865 -1.672  0.22

Forces on atoms 1 to 6 (eV/Å):
C -0.1 0.3 0.1
C 0.1 -0.4 0.1
O 0.0 -0.1 -0.3
C -0.2 0.4 0.2
C -0.1 -0.3 -0.4
C -0.3 0.5 0.4

SMILES string = CCOCCC[NH2+]C[C@H](O)c1ccccc1
Total energy = -713.56490 Eh
Orbital gap = 10.4 eV
Lowest unoccupied orbital energy = -2.23 eV
Charge = +1
Relative energy (zero: lowest compared OMol25 entry of this formula, charge and spin) = 0.0 kcal/mol
HOMO energy = -12.63 eV



4.
An isolated molecule of C13H22O at a distorted geometry. Source: the Open Molecules 2025 dataset; level of theory: ωB97M-V/def2-TZVPD.

Each line ends with the natural charge from an NBO analysis.
Atoms and positions in Å:
1 C 2.405 2.207 -1.769  -0.60
2 C 2.139 0.687 -1.713  -0.50
3 C 1.500 0.156 -0.446  0.62
4 O 2.199 -0.532 0.292  -0.55
5 C -0.043 0.296 -0.238  -0.37
6 C -0.427 1.353 0.832  -0.37
7 C -0.200 0.861 2.263  -0.22
8 C -0.317 1.996 3.301  -0.60
9 C -1.129 -0.310 2.502  -0.44
10 C -1.231 -1.273 1.349  -0.17
11 C -0.769 -1.018 0.082  0.05
12 C -1.069 -2.056 -1.000  -0.24
13 C 0.229 -2.640 -1.614  -0.61
14 C -1.982 -1.553 -2.112  -0.60
15 H 2.940 2.497 -0.869  0.21
16 H 3.028 2.423 -2.650  0.22
17 H 1.474 2.781 -1.831  0.21
18 H 3.034 0.144 -1.895  0.23
19 H 1.419 0.476 -2.511  0.21
20 H -0.451 0.663 -1.160  0.21
21 H 0.124 2.259 0.673  0.20
22 H -1.507 1.657 0.729  0.20
23 H 0.819 0.535 2.305  0.21
24 H 0.381 2.824 3.073  0.21
25 H -1.316 2.405 3.291  0.20
26 H -0.091 1.595 4.304  0.21
27 H -2.122 0.096 2.789  0.21
28 H -0.743 -0.787 3.394  0.22
29 H -1.715 -2.194 1.527  0.20
30 H -1.611 -2.896 -0.523  0.20
31 H 0.763 -1.902 -2.232  0.19
32 H -0.068 -3.503 -2.212  0.21
33 H 0.925 -2.964 -0.843  0.22
34 H -2.970 -1.272 -1.684  0.21
35 H -1.537 -0.644 -2.582  0.19
36 H -2.083 -2.367 -2.822  0.21

Forces on atoms 1 to 6 (eV/Å):
C 0.0 -0.4 0.1
C -1.5 1.1 -0.3
C 0.6 -1.6 0.7
O -1.1 1.0 -0.3
C -0.2 -0.1 0.7
C -0.7 0.0 0.2

SMILES string = CCC(=O)[C@@H]1C[C@@H](C)CC=C1C(C)C
Total energy = -583.76737 Eh
Orbital gap = 9.5 eV
Lowest unoccupied orbital energy = 0.74 eV
Relative energy (zero: lowest compared OMol25 entry of this formula, charge and spin) = 0.7 kcal/mol
HOMO energy = -8.81 eV



5.
An isolated molecule of C13H22O3 at a distorted geometry. Source: the Open Molecules 2025 dataset; level of theory: ωB97M-V/def2-TZVPD.

Each line ends with the natural charge from an NBO analysis.
Atoms and positions in Å:
1 C 1.619 0.468 3.703  -0.71
2 C 1.270 -0.511 2.588  0.81
3 O 2.237 -1.082 2.112  -0.58
4 O -0.063 -0.886 2.414  -0.56
5 C -0.542 -1.393 1.150  0.28
6 C 0.287 -2.629 0.672  -0.65
7 C -1.927 -1.953 1.572  -0.63
8 C -0.607 -0.208 0.084  0.28
9 C -1.386 1.001 0.676  -0.66
10 C -1.272 -0.691 -1.245  -0.43
11 C -1.315 0.493 -2.231  -0.43
12 C 0.033 1.208 -2.324  -0.11
13 C 0.245 2.037 -3.565  -0.63
14 C 0.971 0.992 -1.318  0.34
15 C 2.368 1.546 -1.392  -0.67
16 O 0.746 0.205 -0.211  -0.54
17 H 0.757 1.146 3.774  0.21
18 H 2.521 0.986 3.449  0.24
19 H 1.767 -0.046 4.665  0.24
20 H 0.570 -3.258 1.499  0.23
21 H 1.203 -2.306 0.083  0.24
22 H -0.278 -3.285 0.018  0.20
23 H -1.785 -2.576 2.463  0.23
24 H -2.652 -1.133 1.749  0.22
25 H -2.342 -2.645 0.825  0.21
26 H -1.226 1.161 1.760  0.23
27 H -1.056 1.912 0.166  0.23
28 H -2.466 0.874 0.484  0.21
29 H -0.719 -1.512 -1.696  0.22
30 H -2.273 -1.092 -1.019  0.22
31 H -2.077 1.232 -1.945  0.20
32 H -1.604 0.115 -3.205  0.21
33 H -0.530 2.827 -3.596  0.21
34 H 0.165 1.379 -4.442  0.21
35 H 1.222 2.567 -3.541  0.22
36 H 2.325 2.583 -1.144  0.22
37 H 2.803 1.406 -2.383  0.22
38 H 3.013 1.069 -0.648  0.24

Forces on atoms 1 to 6 (eV/Å):
C -2.5 0.1 -0.1
C 2.0 -2.0 0.6
O -1.8 0.4 -0.5
O 1.9 1.5 0.2
C 0.1 -1.2 -0.5
C 1.1 1.3 -1.2

SMILES string = CC(=O)OC(C)(C)[C@]1(C)CCC(C)=C(C)O1
Total energy = -734.24946 Eh
Orbital gap = 8.7 eV
Lowest unoccupied orbital energy = 0.77 eV
Relative energy (zero: lowest compared OMol25 entry of this formula, charge and spin) = 4.2 kcal/mol
HOMO energy = -7.92 eV



6.
A cluster of 2 separate species, C13H23BClN2O4S2 in total at a distorted geometry. Source: the Open Molecules 2025 dataset; level of theory: ωB97M-V/def2-TZVPD.

Each line ends with the natural charge from an NBO analysis.
Atoms and positions in Å:
1 C -0.662 -3.339 -1.568  -1.04
2 B 0.818 -3.199 -2.157  1.04
3 O 1.637 -4.372 -2.188  -0.91
4 C 1.499 -1.858 -2.738  -0.37
5 C 2.124 -1.964 -4.082  -0.06
6 C 2.803 -0.788 -4.659  -0.23
7 C 2.828 0.421 -3.879  0.06
8 N 2.213 0.516 -2.631  -0.43
9 S 2.304 2.084 -1.852  0.27
10 C 1.570 -0.569 -2.043  0.32
11 C 0.965 -0.357 -0.631  -0.50
12 C 2.084 -0.269 0.498  -0.41
13 C 2.090 1.068 1.338  -0.43
14 C 0.670 1.571 1.788  -0.64
15 S 0.515 3.419 1.707  2.02
16 O -0.415 3.815 0.654  -0.89
17 O 1.812 4.069 1.549  -0.89
18 Cl -0.246 4.107 3.520  -0.19
19 H -0.612 -4.124 -0.758  0.27
20 H -1.133 -2.389 -1.218  0.25
21 H -1.299 -3.797 -2.384  0.27
22 H 1.217 -4.924 -2.882  0.51
23 H 2.066 -2.943 -4.608  0.25
24 H 3.255 -0.902 -5.670  0.27
25 H 3.366 1.303 -4.307  0.25
26 H 2.618 2.933 -2.897  0.17
27 H 0.266 -1.185 -0.325  0.27
28 H 0.309 0.564 -0.685  0.25
29 H 2.106 -1.167 1.179  0.24
30 H 3.079 -0.303 -0.041  0.22
31 H 2.708 1.848 0.815  0.25
32 H 2.662 0.846 2.286  0.24
33 H -0.199 1.104 1.264  0.26
34 H 0.542 1.325 2.883  0.27
35 C -4.491 -0.680 3.340  -0.72
36 C -3.763 -0.164 2.126  0.68
37 O -3.588 -0.849 1.127  -0.65
38 N -3.291 1.112 2.165  -0.62
39 C -3.388 2.081 3.241  -0.41
40 H -4.806 -1.706 3.161  0.25
41 H -3.831 -0.666 4.209  0.23
42 H -5.378 -0.074 3.532  0.23
43 H -2.817 1.388 1.318  0.39
44 H -3.914 2.960 2.866  0.21
45 H -2.376 2.365 3.529  0.19
46 H -3.915 1.688 4.106  0.22

Forces on atoms 1 to 6 (eV/Å):
C 0.4 -0.3 -0.3
B 0.1 -0.9 0.9
O -1.3 1.6 -1.5
C 1.7 1.8 -1.6
C -0.1 2.2 1.9
C -1.5 -0.8 2.2

Total energy = -2200.77024 Eh
Orbital gap = 7.1 eV
Lowest unoccupied orbital energy = -4.52 eV
Charge = +1
Relative energy (zero: lowest compared OMol25 entry of this formula, charge and spin) = 44.2 kcal/mol
HOMO energy = -11.59 eV